An isolated molecule of C5H7N in a non-equilibrium geometry, computed with wB97M-V/def2-TZVPD.

Last column: Mulliken charge in e.
CARTESIAN COORDINATES (ANGSTROEM)
C (-1.05, 0.91, 0.25)  -0.6505
C (-0.93, -0.53, -0.15)  -0.2806
C (-0.24, 0.54, -0.96)  -0.1172
N (1.11, -0.09, -0.73)  -0.4359
C (1.35, -0.26, 0.86)  -0.5104
C (0.47, -1.12, 0.12)  0.0745
H (-0.63, 1.31, 1.16)  0.1040
H (-2.01, 1.35, -0.01)  0.2496
H (-1.78, -1.15, -0.43)  0.3634
H (-0.44, 0.92, -1.95)  0.3444
H (1.06, 0.56, 1.48)  0.1771
H (2.41, -0.26, 0.42)  0.3543
H (0.68, -2.17, -0.05)  0.3273

HOMO level: -8.843 eV
Lowest unoccupied orbital energy: 1.21 eV
SMILES: C1[C@H]2[C@@H]1N1C[C@@H]21
HOMO-LUMO gap: 0.3696 Ha
Electronic energy: -249.29817 hartree
Charge: 0